DFT (ωB97M-V/def2-TZVPD) results for a structure of composition C28H13BrF10FeN2O7P2S4.

Geometry as ORCA input:
```
! wB97M-V def2-TZVPD RIJCOSX def2/J DEFGRID3
* xyz -1 6
C 0.5141 2.2701 4.9555
C -1.8157 1.1409 5.8661
H 3.8907 3.5772 0.5678
F 2.0339 -4.3309 0.6216
F 3.6770 3.2604 -2.0543
C 6.1563 1.1839 1.3162
S -4.4378 1.6953 -0.2199
C -1.3358 0.7697 4.6253
C 5.4327 0.0638 0.9400
H 0.4867 3.1727 -2.2784
C 3.1463 2.2459 -2.7394
F 1.9635 -3.5446 2.7926
C 4.1469 0.2050 0.4402
C 2.2405 1.3754 -2.1464
C 5.5920 2.4453 1.1794
F 1.5627 -0.6716 -5.1003
C -0.1536 1.3426 4.1698
O 1.6692 4.1360 6.5558
H -1.5769 2.3282 7.6482
C 1.2870 3.2282 -0.2789
S -4.7598 -1.2050 0.1491
Fe 0.3069 -0.5311 0.3810
C -3.1170 -0.6296 0.0068
H 1.8976 3.5885 1.7452
C 0.4045 0.9709 2.8009
C 1.6971 0.3885 -2.9789
S -1.8948 -1.7649 0.0966
H -0.3723 5.4565 -2.2236
N -3.0795 0.5334 6.3577
C -1.1831 2.0563 6.6823
F 3.3739 1.0248 -6.1254
C -2.9584 0.7582 -0.1735
C 3.0066 1.1366 -4.8500
F 1.8865 -1.3838 1.9516
O -6.7666 0.4892 0.0055
F 3.5848 -2.8081 1.3350
P 1.8659 1.4947 -0.3511
C 0.2938 5.8354 -0.2168
C 0.6345 3.7676 -1.3854
H 3.5954 -0.6773 0.1574
Br 0.3606 -0.8184 -2.4239
H 7.1551 1.0762 1.7191
O -3.6410 -0.2522 5.6299
S -1.5074 1.5463 -0.3513
H 1.0523 5.8960 1.7904
C 3.5370 2.1387 -4.0625
O 0.2899 3.7564 8.1628
C -5.5743 0.3585 -0.0219
F 4.4156 2.9974 -4.5865
H -1.8577 0.0536 4.0084
C -0.0186 2.6034 6.1845
C 0.9357 5.3040 0.8920
H 1.4340 2.7107 4.5978
H 5.8497 -0.9283 1.0487
C 3.5741 1.4646 0.3049
H -0.0907 6.8467 -0.1906
H 6.1520 3.3255 1.4677
F 0.3622 -2.9030 1.2749
C 4.3099 2.5861 0.6735
N 0.6840 3.6074 7.0239
C 1.4261 4.0061 0.8681
O 1.4702 1.4731 2.4523
F 1.9459 -2.1469 -0.1532
C 0.1399 5.0609 -1.3568
O -3.4337 0.8230 7.4825
O -0.3214 0.1568 2.1545
C 2.0790 0.2669 -4.3047
P 1.9913 -2.9156 1.3390
*
```

Values from the calculation:
HOMO energy (spin up / spin down) in eV: -5.164 / -6.442
ΔE to the lowest compared entry with this formula, charge and spin in kcal per mole: 11.0
E_tot in Eh: -8823.0868
HOMO-LUMO gap (spin up / spin down) in eV: 6.307 / 6.980
Strongest force on any atom in eV/Å: 0.92

***

DFT (ωB97M-V/def2-TZVPD) results for a cluster of 14 separate species, C2H31NO15 in total in a non-equilibrium geometry.

Geometry as ORCA input:
```
! wB97M-V def2-TZVPD RIJCOSX def2/J DEFGRID3
* xyz -1 2
O -1.3701 2.1724 -0.4457
O 2.6284 0.7357 -2.5746
H 0.1803 -1.4223 0.7802
H -1.5521 3.7695 -0.0919
O 1.4836 -2.9341 -2.4699
H -2.5693 -1.3272 -0.7352
H -2.5519 0.4764 1.9426
H 2.7031 1.4483 -3.2362
H 3.3472 -0.7943 -1.2527
H 2.7251 1.0434 0.5326
H -2.3168 1.1686 -2.9697
H -2.9397 -2.8224 -1.0501
H -0.8483 -4.6736 -0.3978
H 2.9349 -1.4340 0.1023
H -3.0279 2.0667 1.2642
H -4.1587 -0.5890 0.8039
O -1.1525 3.8405 3.0365
O -2.5552 0.3234 -3.3900
H 3.0144 -0.1474 2.7254
H -4.4043 0.6267 -0.2947
H 2.6080 1.3455 -1.7776
O 0.3382 -0.4330 -2.4704
O 0.9817 -1.7923 1.1918
H 2.2370 -2.6550 3.7533
H -0.6153 -0.2389 -1.1299
C -1.7871 1.0729 0.0061
H 3.1809 1.4347 2.6329
O -1.2262 4.5973 0.4132
H 0.8874 -3.5777 -2.0577
H 0.6304 -1.3576 -2.6441
H 2.1157 -2.5732 -1.8051
H -0.2987 4.6370 0.1641
H 1.4297 -1.5346 4.2839
H 0.2235 -3.8198 0.1944
O 2.5510 1.7559 -0.1512
O -0.2459 -3.9533 -0.6437
O 2.1580 -2.1139 4.5510
O 3.2926 -1.6316 -0.7754
H -1.1804 4.6152 3.6020
H 1.3699 -1.0437 1.6598
H -1.0554 4.0570 2.0721
O -1.1133 -0.0626 -0.2909
H 1.0490 0.2018 -2.7729
C -2.8761 0.9739 1.0230
O -3.1049 -2.0864 -0.4476
N -4.1553 0.4143 0.6655
H -1.6923 -0.0692 -3.5823
O 3.1605 0.6093 2.1429
H 1.5670 1.7007 -0.0863
*
```

Values from the calculation:
HOMO energy (spin up / spin down) in eV: -0.322 / -7.283
ΔE to the lowest compared entry with this formula, charge and spin in kcal per mole: 0.0
E_tot in Eh: -1278.1881
HOMO-LUMO gap (spin up / spin down) in eV: 2.869 / 9.612
Strongest force on any atom in eV/Å: 3.71

***

DFT (ωB97M-V/def2-TZVPD) results for an isolated molecule of C6H9N in a non-equilibrium geometry.

Geometry as ORCA input:
```
! wB97M-V def2-TZVPD RIJCOSX def2/J DEFGRID3
* xyz 0 1
H -1.3270 -1.3953 -0.0726
H 2.1382 0.8998 0.2470
H 1.0615 1.8586 -1.4565
C -0.9149 -1.0321 1.9291
C -0.8807 -1.4030 3.0684
C 1.0394 0.8738 0.2822
H 0.6793 1.4772 1.1301
N 0.3746 1.2626 -1.0070
C 0.5579 -0.5170 0.2116
C -0.9074 -0.5947 0.5356
H -0.5226 -0.6574 -1.9403
H 1.1229 -0.3020 -2.4518
C 0.1959 0.1752 -2.0880
H -0.8736 -1.7391 4.0792
H -0.2345 0.7752 -2.8819
H -1.5088 0.3182 0.4150
*
```

Values from the calculation:
HOMO energy in eV: -8.309
ΔE to the lowest compared entry with this formula, charge and spin in kcal per mole: 159.7
E_tot in Eh: -288.5276
HOMO-LUMO gap in eV: 8.378
Strongest force on any atom in eV/Å: 1.05